# 1
This record from OMol25 describes a single C5H6BN3O molecule at a distorted geometry. The level of theory is ωB97M-V with the def2-TZVPD basis set.

Structure (XYZ):
```
16
Properties=species:S:1:pos:R:3:forces:R:3:nbo_charge:R:1
C 1.98901 1.48202 -1.27828 -3.24 -1.36 2.27 -0.412
C 1.13538 0.65010 -0.49879 -0.73 1.67 -2.54 0.079
C -0.23168 1.03248 -0.84912 -1.15 0.64 -0.45 0.241
N -1.26226 1.34366 -1.28506 1.12 -0.39 0.73 -0.334
N 1.15530 -0.57263 0.17357 1.68 -2.91 2.24 -0.842
B 0.27861 -1.71106 1.13400 0.56 3.74 -3.10 1.018
C 1.23804 -2.86372 1.32294 0.64 -1.35 0.89 -0.066
N 1.95612 -3.73764 1.55199 -0.34 0.55 -0.28 -0.228
O -1.00051 -1.69246 1.46788 1.54 -0.05 0.21 -0.675
C -1.96279 -0.66080 1.18218 0.11 0.89 4.14 -0.242
H 2.99075 1.23778 -1.39876 1.77 -0.12 -0.12 0.202
H 1.53967 2.40719 -1.74370 0.63 -1.47 0.61 0.239
H 2.13266 -0.99045 0.26726 -1.62 1.15 -0.46 0.403
H -1.47802 0.40568 1.10988 -1.30 -2.26 0.35 0.217
H -2.75254 -0.86980 2.05756 1.67 1.32 -1.92 0.203
H -2.39111 -1.01154 0.32504 -1.34 -0.05 -2.56 0.197
```
Positions in Å, forces in eV/Å.

Energy   -12474.905 eV
Structure (SMILES)   C=C(C#N)NB(C#N)OC
Gap between HOMO and LUMO   8.69 eV
E_HOMO   -9.062 eV


# 2
This record from OMol25 describes a single C2H2BrF3 molecule at a distorted geometry. The level of theory is ωB97M-V with the def2-TZVPD basis set.

Structure (XYZ):
```
8
Properties=species:S:1:pos:R:3:forces:R:3:nbo_charge:R:1
C -2.02902 -0.88565 0.36418 1.16 -2.70 0.03 -0.587
C 1.49930 0.70488 -0.37323 -1.68 -0.54 -0.35 0.903
F 1.35728 1.83259 0.26119 0.51 1.13 0.23 -0.319
F 1.98913 0.88700 -1.60824 0.54 -0.29 0.98 -0.322
F 2.09756 -0.16746 0.40439 1.19 -0.15 -0.42 -0.319
Br -0.67804 -0.10149 -0.61811 -0.62 0.24 -0.80 0.225
H -1.72962 -2.04593 0.47846 -1.29 2.98 0.34 0.215
H -2.50659 -0.22393 1.09136 0.20 -0.67 -0.01 0.204
```
Positions in Å, forces in eV/Å.

Energy   -80296.857 eV
Gap between HOMO and LUMO (spin up / spin down)   7.89 / 8.52 eV
E_HOMO (spin up / spin down)   -8.282 / -8.687 eV


# 3
This record from OMol25 describes C23H23Cl5O4PPdS as an isolated structure at a distorted geometry. The level of theory is ωB97M-V with the def2-TZVPD basis set.

Structure (XYZ):
```
58
Properties=species:S:1:pos:R:3:forces:R:3:nbo_charge:R:1
Pd 0.75462 -0.57793 1.19393 -0.96 0.40 -0.91 0.704
Cl 1.13698 -1.22807 3.79649 -0.06 0.11 0.66 0.170
C 1.19623 0.49421 3.64121 0.09 0.56 0.69 -0.092
C 1.01248 0.93353 2.32913 1.10 -0.60 -0.37 -0.071
C 1.06091 2.27374 1.94133 -0.24 0.65 0.97 -0.002
Cl 0.86971 2.74058 0.31918 -0.21 -0.10 -0.01 0.143
C 1.31362 3.20018 2.95950 0.07 -0.04 -0.55 -0.140
Cl 1.45961 4.84729 2.57423 0.01 -0.08 0.03 0.191
C 1.47072 2.77196 4.31183 -0.02 0.18 0.16 0.036
Cl 1.72023 3.91453 5.51589 -0.03 -0.24 -0.23 0.282
C 1.43479 1.39437 4.66998 -0.04 -0.76 -0.44 -0.120
Cl 1.66975 0.85308 6.25741 0.04 0.08 -0.11 0.201
C 5.06046 -1.35501 1.49868 -0.19 -0.07 -0.02 -0.239
O 3.58425 -1.10210 1.45623 -0.18 -0.33 -0.54 -0.833
P 2.61588 -1.66798 0.38196 0.16 0.64 0.36 2.302
O 2.96517 -1.31022 -1.08001 -0.26 -0.49 0.37 -0.807
C 2.92530 -0.03580 -1.79829 0.16 0.07 0.17 -0.243
O 2.44920 -3.17987 0.53113 0.18 0.31 -0.01 -0.803
C 1.93472 -4.19036 -0.43247 0.12 0.09 0.16 -0.227
H 5.52350 -0.65848 0.80736 0.07 -0.05 0.04 0.219
H 5.23854 -2.39323 1.23304 0.09 0.02 0.02 0.220
H 5.33626 -1.15649 2.52772 0.05 0.00 -0.05 0.239
H 2.44529 -0.24782 -2.74886 0.07 0.07 0.01 0.229
H 3.95548 0.27775 -1.93895 -0.04 0.03 -0.07 0.242
H 2.37251 0.69988 -1.21284 0.03 -0.02 -0.09 0.192
H 2.39123 -5.11741 -0.10276 -0.02 0.00 -0.09 0.246
H 2.26047 -3.90243 -1.42713 -0.05 -0.09 -0.03 0.214
H 0.85700 -4.20348 -0.32079 0.08 -0.07 -0.07 0.221
O -0.07766 -1.96169 -0.10352 0.10 -0.13 -0.51 -1.025
S -1.15157 -1.71437 -1.22461 0.41 -0.39 0.56 1.289
C -0.81313 -0.07056 -1.87494 -0.01 -0.01 -0.13 -0.619
C -1.65827 0.19638 -3.09386 -0.06 -0.02 0.13 -0.029
C -1.60563 -0.65478 -4.19666 -0.03 0.06 0.03 -0.231
C -2.40445 -0.40205 -5.29987 -0.07 0.11 0.02 -0.177
C -3.24621 0.70521 -5.31014 0.03 0.03 0.12 -0.156
C -3.28674 1.56643 -4.21757 0.02 -0.13 -0.13 -0.185
C -2.50032 1.30695 -3.10568 0.02 -0.11 -0.08 -0.231
C -2.63416 -1.46998 -0.22084 -0.10 0.24 -0.34 -0.618
C -2.51459 -0.25812 0.64846 -0.33 0.04 -0.02 -0.046
C -1.72078 -0.32869 1.81422 0.22 -0.24 -0.35 -0.306
C -1.67764 0.76025 2.69148 -0.09 0.57 0.29 -0.143
C -2.38202 1.92550 2.39831 0.00 -0.03 -0.05 -0.224
C -3.14140 1.99483 1.23986 0.14 0.19 0.34 -0.120
C -3.21659 0.90815 0.37154 0.26 -0.53 -0.07 -0.119
H 0.25832 -0.12234 -2.08816 -0.06 0.04 -0.04 0.238
H -1.00379 0.65123 -1.07774 0.13 0.03 -0.04 0.248
H -0.94240 -1.51207 -4.20609 0.02 -0.03 0.02 0.215
H -2.37128 -1.06475 -6.15243 0.01 -0.01 -0.03 0.247
H -3.86950 0.89745 -6.17242 0.01 0.02 -0.01 0.250
H -3.92726 2.43682 -4.23585 -0.02 0.01 -0.01 0.244
H -2.52433 1.98155 -2.25870 0.03 0.04 0.02 0.204
H -2.73245 -2.38796 0.36057 0.09 -0.06 -0.10 0.284
H -3.45358 -1.44406 -0.94345 -0.09 0.20 0.13 0.292
H -1.31733 -1.28884 2.12723 -0.32 -0.10 0.16 0.252
H -1.15972 0.66686 3.63679 -0.28 -0.04 0.02 0.233
H -2.38368 2.75309 3.09430 0.03 0.02 0.01 0.255
H -3.71372 2.88729 1.02461 -0.01 0.03 0.01 0.260
H -3.84306 0.96788 -0.50895 -0.05 -0.06 0.01 0.246
```
Positions in Å, forces in eV/Å.

Energy   -118600.079 eV
Total charge   +3
Gap between HOMO and LUMO (spin up / spin down)   3.43 / 3.44 eV
E_HOMO (spin up / spin down)   -16.566 / -16.566 eV


# 4
This record from OMol25 describes a single H3O2PS2 molecule at a distorted geometry. The level of theory is ωB97M-V with the def2-TZVPD basis set.

Structure (XYZ):
```
8
Properties=species:S:1:pos:R:3:forces:R:3:nbo_charge:R:1
O 0.91995 0.02744 -1.18893 -1.34 1.01 0.82 -0.964
P 0.04011 -0.15498 0.15611 2.47 -1.67 1.71 1.615
O -1.35331 -0.77378 -0.29917 -0.41 0.87 -0.22 -0.972
S 0.89394 -1.40721 1.43191 -0.69 1.01 -0.75 -0.620
S -0.19637 1.75901 0.94976 0.18 0.04 -0.71 -0.263
H 0.88402 -0.82845 -1.60122 0.37 -0.88 -0.74 0.510
H -1.82152 -0.88141 0.54429 -0.36 -0.47 -0.26 0.516
H 0.63319 2.25938 0.00725 -0.22 0.08 0.15 0.177
```
Positions in Å, forces in eV/Å.

Energy   -35104.915 eV
Structure (SMILES)   OP(O)(=S)S
Gap between HOMO and LUMO   9.13 eV
E_HOMO   -8.801 eV


# 5
This record from OMol25 describes C27H55CrO19 as an isolated structure at a distorted geometry. The level of theory is ωB97M-V with the def2-TZVPD basis set.

Structure (XYZ):
```
102
Properties=species:S:1:pos:R:3:forces:R:3:lowdin_charge:R:1
Cr 0.27471 -0.39429 3.28389 -0.24 -0.13 -3.90 1.090
C 0.66099 1.23391 -0.51511 -1.81 0.01 0.96 -0.028
C -0.24459 0.00977 -0.11103 0.19 2.27 -0.74 -0.578
C -0.19344 -0.97927 -1.26151 0.69 -1.19 0.27 -0.057
O 0.00948 -0.42253 1.17286 0.55 -1.16 2.29 -0.308
H 1.64399 1.17823 -0.05924 0.17 -0.13 -0.35 0.054
H 0.10274 2.06175 -0.06566 0.57 0.42 0.10 0.072
H 0.61452 1.43066 -1.58541 0.46 -0.20 -0.08 0.068
H -1.26119 0.43083 -0.13974 -0.23 -0.08 0.06 0.093
H -0.73146 -0.64605 -2.14982 -0.38 0.17 0.29 0.074
H -0.56209 -1.95511 -0.93727 -0.22 -0.03 -0.28 0.046
H 0.81832 -1.13441 -1.64922 0.18 -0.07 0.37 0.086
C 3.15595 -3.77641 4.90733 -0.31 -0.22 -0.26 -0.041
C 1.71727 -4.16604 5.21564 -0.28 0.56 0.91 -0.186
O 0.97378 -4.67088 4.09208 0.28 -0.75 0.50 0.077
C 0.48516 -3.87258 3.18554 0.83 0.34 -0.86 -0.579
O 0.60022 -2.65172 3.18748 -0.35 0.41 0.46 0.037
O -0.01784 -4.59465 2.21905 0.00 -0.45 0.31 0.070
C -0.48391 -4.00849 1.01785 -0.81 1.12 -1.01 -0.011
H 3.84721 -4.60481 4.76148 -0.33 -0.19 -0.41 0.087
H 3.61664 -3.21671 5.72146 -0.40 0.25 0.08 0.083
H 3.06202 -3.14984 4.01922 0.63 0.05 -0.04 0.074
H 1.19912 -3.28540 5.60301 -0.04 0.10 -0.16 0.103
H 1.58262 -4.91880 5.98879 0.28 -0.22 -0.18 0.133
H -0.38223 -4.70232 0.18718 0.28 -0.34 0.37 0.110
H 0.00479 -3.07229 0.74628 0.38 -0.08 0.43 0.079
H -1.54413 -3.76206 1.08877 -0.03 -0.19 0.31 0.085
C -4.14115 1.75417 -3.04075 0.93 1.27 0.29 -0.031
C -2.78821 1.92322 -2.34696 -0.80 -0.06 0.53 -0.199
O -2.73583 3.22182 -1.71735 1.14 0.18 -0.56 0.033
C -3.16421 3.29083 -0.46926 -1.46 0.10 -0.52 -0.613
O -3.94302 2.50017 0.02088 0.81 0.09 0.54 0.102
O -2.73979 4.44411 0.04465 0.01 -0.25 0.46 0.013
C -3.04904 4.68453 1.42846 -0.10 -0.29 0.03 -0.024
H -4.94520 2.14113 -2.41722 -0.11 -0.82 0.36 0.082
H -4.23484 0.73733 -3.41142 -0.41 0.15 -0.23 0.066
H -4.09788 2.53327 -3.80658 -0.17 -0.59 -0.65 0.086
H -1.99699 1.87959 -3.09330 0.16 0.22 0.19 0.126
H -2.57640 1.22055 -1.54153 -0.17 -0.36 -0.26 0.085
H -3.78912 5.47608 1.52307 0.18 0.18 -0.19 0.097
H -2.10537 4.94489 1.90047 -0.11 0.18 0.09 0.092
H -3.47477 3.79915 1.89788 0.12 -0.10 -0.13 0.085
C -4.66889 -1.30330 1.04201 -0.05 0.82 -0.29 -0.033
C -3.20874 -1.35397 1.42383 0.61 1.86 -0.01 -0.192
O -3.04724 -2.32615 2.46977 0.32 0.35 0.52 0.065
C -2.48761 -1.92730 3.60286 -0.18 -2.00 -1.47 -0.559
O -1.78534 -0.94629 3.74822 1.04 1.08 0.70 0.028
O -2.72534 -2.87026 4.47894 -0.39 -0.23 0.32 0.058
C -2.14064 -2.82968 5.76583 1.09 0.81 0.66 -0.002
H -5.23100 -0.67263 1.73294 0.02 -0.39 0.38 0.088
H -5.13314 -2.28323 0.96100 0.10 -0.03 -0.05 0.092
H -4.80324 -0.74225 0.11502 0.22 -0.28 -0.21 0.072
H -2.81720 -0.40603 1.81330 -0.78 0.16 0.26 0.121
H -2.44720 -1.39481 0.63770 -0.35 -1.41 -0.23 0.104
H -2.21809 -1.83457 6.20667 -0.34 -0.06 0.01 0.107
H -1.06635 -3.02771 5.71319 -0.06 -0.19 -0.22 0.079
H -2.58668 -3.57364 6.41687 -0.33 -0.01 -0.33 0.111
C 4.67739 1.88869 -0.54705 -0.53 0.36 -1.00 -0.061
C 4.89224 1.56065 0.91093 0.58 1.39 -0.65 -0.175
O 3.56896 1.53558 1.49393 -0.58 -1.15 0.90 0.040
C 3.36146 1.13571 2.75114 0.92 0.13 -2.36 -0.567
O 2.28996 0.65640 3.04724 -1.35 -0.56 1.45 0.056
O 4.42330 1.27935 3.49939 0.29 0.04 0.54 0.033
C 4.40284 0.70088 4.81501 0.01 -0.52 -0.06 0.011
H 3.84791 2.59155 -0.65091 0.13 0.22 0.18 0.083
H 4.38870 1.07688 -1.21833 0.03 -0.47 0.53 0.088
H 5.52584 2.33915 -1.06121 0.23 0.06 0.46 0.066
H 5.39816 2.39273 1.40238 0.26 -0.13 -0.09 0.127
H 5.51571 0.67054 0.99706 -0.60 -0.34 0.60 0.135
H 3.68637 1.22448 5.44269 -0.04 -0.15 0.03 0.105
H 5.40191 0.75428 5.23788 0.02 0.44 -0.22 0.105
H 4.19369 -0.36310 4.69908 -0.37 0.06 0.22 0.093
C -2.96558 -3.32212 -2.19657 0.11 0.27 -1.28 -0.046
C -3.67190 -2.01564 -2.53883 0.36 0.02 0.71 -0.213
O -3.96539 -1.89594 -3.93176 0.96 1.12 -0.24 0.034
C -5.08725 -2.30979 -4.47961 -1.58 -1.24 1.06 -0.607
O -5.81878 -3.12344 -3.95945 -0.03 0.41 -0.42 0.130
O -5.28498 -1.70162 -5.63957 0.93 1.08 0.10 0.014
C -6.53507 -1.79722 -6.27472 -1.42 -0.84 -0.34 -0.051
H -3.56275 -4.15906 -2.55985 -0.41 -0.04 0.73 0.085
H -2.71303 -3.33500 -1.13888 -0.13 -0.33 0.03 0.055
H -2.06812 -3.44930 -2.80750 0.29 0.41 0.27 0.083
H -3.08086 -1.12064 -2.33570 0.61 -0.27 -0.20 0.094
H -4.47991 -1.84013 -1.82566 -0.86 -0.45 -0.78 0.111
H -6.58822 -1.16032 -7.15487 0.81 -0.16 -0.11 0.095
H -7.40305 -1.45589 -5.70407 0.44 -0.10 0.71 0.100
H -6.71676 -2.84253 -6.52702 -0.10 0.10 -0.22 0.100
C 2.95112 2.74445 -4.14053 -0.21 0.53 1.96 -0.053
C 3.88536 3.94554 -3.95707 -0.25 -0.07 -1.38 -0.211
O 5.10952 3.45193 -3.43413 0.50 -0.10 0.07 0.001
C 6.22820 4.20581 -3.46604 -0.59 0.25 0.56 -0.587
O 6.44662 5.19642 -4.10009 -0.16 -0.16 -0.24 0.153
O 7.01636 3.65883 -2.54554 0.72 -0.77 -0.08 -0.022
C 8.31062 4.19460 -2.26880 0.58 -0.66 0.50 -0.028
H 1.97275 3.06612 -4.49505 0.19 -0.08 -0.56 0.080
H 2.73311 2.43229 -3.11250 -0.04 -0.30 0.00 0.050
H 3.35935 1.85678 -4.61485 0.12 0.38 -0.55 0.083
H 3.47235 4.68390 -3.26779 -0.10 -0.12 0.08 0.130
H 4.04324 4.45363 -4.91069 0.25 0.01 0.05 0.123
H 9.04933 3.40165 -2.11645 -0.57 -0.59 -0.21 0.089
H 8.22062 4.60877 -1.26610 0.22 0.95 -0.38 0.097
H 8.76853 4.76464 -3.07268 -0.67 0.72 0.18 0.100
```
Positions in Å, forces in eV/Å.

Energy   -96207.746 eV
Total charge   +1
Gap between HOMO and LUMO (spin up / spin down)   7.00 / 7.51 eV
2S+1   5
E_HOMO (spin up / spin down)   -10.931 / -10.990 eV


# 6
This record from OMol25 describes a single C4H7NO molecule at a distorted geometry. The level of theory is ωB97M-V with the def2-TZVPD basis set.

Structure (XYZ):
```
13
Properties=species:S:1:pos:R:3:forces:R:3:nbo_charge:R:1
C -0.48511 1.16288 -0.48923 -0.02 0.08 -0.03 -0.615
C 0.23742 -0.02713 0.15140 -0.19 -0.10 -0.19 0.155
C -0.71746 -1.19675 0.39006 -0.04 -0.05 -0.01 -0.606
O 0.78420 0.32153 1.40955 0.16 0.21 0.03 -0.688
C 1.34863 -0.45865 -0.74349 0.81 -0.23 -0.58 0.246
N 2.24405 -0.74174 -1.41918 -0.89 0.25 0.62 -0.314
H -1.26384 1.50904 0.19757 0.13 -0.09 -0.09 0.225
H 0.20779 1.98975 -0.67971 -0.07 -0.15 0.03 0.218
H -0.94755 0.87997 -1.43986 0.09 0.01 0.13 0.225
H -0.24573 -1.94272 1.03462 -0.02 0.12 -0.13 0.234
H -0.98960 -1.66872 -0.55794 0.01 0.09 0.12 0.223
H -1.62726 -0.83340 0.87760 0.17 -0.02 -0.04 0.221
H 1.45446 1.00593 1.26862 -0.15 -0.11 0.12 0.476
```
Positions in Å, forces in eV/Å.

Energy   -7798.695 eV
Structure (SMILES)   CC(C)(O)C#N
Gap between HOMO and LUMO   12.05 eV
E_HOMO   -11.305 eV


# 7
This record from OMol25 describes a single C5H6O molecule. The level of theory is ωB97M-V with the def2-TZVPD basis set.

Structure (XYZ):
```
12
Properties=species:S:1:pos:R:3:forces:R:3:nbo_charge:R:1
C -2.53376 -0.85274 0.69976 0.19 0.09 -0.03 -0.485
C -1.36750 -0.27687 0.67660 -0.06 -0.06 0.03 0.198
C -0.16933 0.25264 0.61144 -0.20 -0.07 0.04 -0.436
C 0.54028 0.34091 -0.70335 -0.10 -0.06 -0.28 0.564
C 2.04692 0.44796 -0.62886 0.06 0.00 -0.06 -0.713
O -0.05180 0.29596 -1.76060 0.22 0.01 0.37 -0.532
H -2.61650 -1.92945 0.82322 0.03 0.15 0.00 0.235
H -3.44874 -0.28064 0.57733 0.14 -0.03 0.03 0.237
H 0.34314 0.58066 1.51435 -0.08 -0.08 -0.14 0.234
H 2.46082 0.40244 -1.63744 -0.04 0.03 0.15 0.239
H 2.45299 -0.36948 -0.02194 -0.07 0.12 -0.07 0.230
H 2.34349 1.38859 -0.15052 -0.08 -0.11 -0.04 0.231
```
Positions in Å, forces in eV/Å.

Energy   -7327.899 eV
Structure (SMILES)   C=C=CC(C)=O
Gap between HOMO and LUMO   10.39 eV
E_HOMO   -9.657 eV


# 8
This record from OMol25 describes CH2INO as an isolated structure at a distorted geometry. The level of theory is ωB97M-V with the def2-TZVPD basis set.

Structure (XYZ):
```
6
Properties=species:S:1:pos:R:3:forces:R:3:nbo_charge:R:1
C -0.89172 -0.24858 0.03502 -3.02 -3.78 -0.06 0.405
N 0.07634 -0.96281 -0.02995 4.30 -0.37 -0.64 -0.618
O -2.20305 -1.12397 -0.00457 2.92 1.78 0.15 -0.748
I -3.73349 0.04946 0.01257 -1.14 0.45 0.01 0.400
H -1.15598 0.74240 0.15769 -0.24 2.20 0.09 0.165
H 1.10953 -0.62796 -0.10791 -2.83 -0.28 0.44 0.395
```
Positions in Å, forces in eV/Å.

Energy   -12705.222 eV
Gap between HOMO and LUMO   9.00 eV
E_HOMO   -9.247 eV